{
  "formula": "C3H6N2O",
  "method": "wB97M-V/def2-TZVPD",
  "elements": ["C", "C", "N", "N", "C", "O", "H", "H", "H", "H", "H", "H"],
  "positions_angstrom": [[-1.58891, 0.40595, 0.23698], [-0.32327, 0.21988, -0.59968], [0.66257, 1.21933, -0.18146], [1.67670, 0.67894, 0.20716], [1.55737, -0.76190, 0.20337], [0.35377, -1.03620, -0.38642], [-1.32844, 0.56776, 1.31084], [-1.90068, -0.56587, 0.03879], [-2.29354, 1.19348, -0.31333], [-0.59379, 0.37945, -1.59133], [2.29098, -1.36448, -0.21550], [1.48724, -0.93634, 1.29060]],
  "forces_ev_per_a": [[0.4, 1.9, -1.0], [0.9, 0.6, 2.4], [-0.4, 0.3, -0.9], [2.0, 0.7, 0.2], [-1.7, 0.8, 2.3], [-2.2, 0.2, -1.2], [-0.6, 0.1, -0.9], [-1.9, -1.7, 0.5], [1.5, -1.6, 1.7], [-0.1, -0.1, -2.0], [1.9, -0.5, -0.9], [0.3, -0.5, 0.0]],
  "gap_ev": 10.574,
  "smiles": "C[C@H]1N=NCO1",
  "e_homo_ev": -9.69,
  "e_above_lowest_ev": 3.023
}